{
  "formula": "C40H45CoN9OS3",
  "method": "ωB97M-V/def2-TZVPD",
  "symbols": ["Co", "C", "C", "C", "C", "C", "C", "C", "N", "N", "C", "C", "C", "C", "C", "C", "N", "C", "C", "C", "C", "C", "C", "N", "H", "H", "H", "H", "H", "H", "H", "H", "H", "H", "H", "H", "H", "H", "H", "H", "H", "H", "H", "H", "S", "C", "C", "N", "C", "H", "H", "H", "N", "C", "S", "N", "C", "C", "C", "C", "C", "C", "H", "H", "H", "H", "H", "H", "H", "H", "C", "C", "C", "N", "C", "S", "N", "C", "O", "C", "C", "C", "C", "C", "C", "H", "H", "H", "H", "H", "H", "H", "H", "H", "H", "H", "H", "H", "H"],
  "positions_angstrom": [[0.6809, -2.5586, 0.3889], [-1.6149, -2.6414, 2.2793], [-1.8136, -1.1480, 2.0313], [-2.1171, -0.9007, 0.5835], [-3.2823, -0.2579, 0.1884], [-3.5768, -0.1566, -1.1588], [-2.7006, -0.7184, -2.0757], [-1.5577, -1.3284, -1.5993], [-1.2502, -1.4127, -0.2992], [-0.2064, -3.0988, 2.1250], [0.6125, -2.5842, 3.2449], [1.4584, -1.4115, 2.8374], [2.1135, -0.6590, 3.7975], [2.9923, 0.3315, 3.3953], [3.1914, 0.5283, 2.0394], [2.4886, -0.2500, 1.1426], [1.6193, -1.1982, 1.5209], [-0.2150, -4.5796, 2.0894], [-0.5921, -5.0344, 0.7093], [-1.2468, -6.2287, 0.4717], [-1.4927, -6.6097, -0.8382], [-1.0791, -5.7777, -1.8656], [-0.4393, -4.5941, -1.5489], [-0.1980, -4.2225, -0.2871], [-2.2218, -3.2106, 1.5737], [-1.9433, -2.9144, 3.2867], [-0.9386, -0.5667, 2.3299], [-2.6456, -0.7956, 2.6409], [-3.9519, 0.1458, 0.9363], [-4.4816, 0.3372, -1.4881], [-2.8961, -0.6861, -3.1381], [-0.8376, -1.7613, -2.2836], [1.2791, -3.3768, 3.5899], [-0.0207, -2.3145, 4.0936], [1.9415, -0.8622, 4.8463], [3.5179, 0.9299, 4.1270], [3.8736, 1.2804, 1.6712], [2.6276, -0.1243, 0.0832], [-0.8940, -4.9902, 2.8421], [0.7921, -4.9347, 2.3066], [-1.5555, -6.8490, 1.3022], [-2.0002, -7.5407, -1.0517], [-1.2466, -6.0353, -2.9013], [-0.0846, -3.9229, -2.3184], [5.0266, -4.5641, 1.3043], [4.0979, -5.5915, 0.3096], [2.8387, -5.1023, 0.1924], [2.5953, -3.9378, 0.8832], [3.6766, -3.5544, 1.5100], [4.5128, -6.4791, -0.1378], [2.0530, -5.5537, -0.3940], [3.7370, -2.6581, 2.1107], [1.0162, 0.2894, -1.7562], [1.7018, -0.6960, -2.3334], [1.8782, -2.2362, -1.6077], [2.2836, -0.4477, -3.5081], [3.0619, -1.4049, -4.2510], [4.4010, -1.5812, -3.9433], [5.1490, -2.4904, -4.6752], [4.5570, -3.2070, -5.7064], [3.2162, -3.0174, -6.0102], [2.4608, -2.1132, -5.2786], [0.5457, 0.1226, -0.8809], [0.9331, 1.2138, -2.1493], [2.1519, 0.4634, -3.9236], [4.8487, -1.0105, -3.1398], [6.1967, -2.6320, -4.4474], [5.1453, -3.9091, -6.2816], [2.7592, -3.5692, -6.8203], [1.4143, -1.9521, -5.5050], [-1.1340, 8.5276, 0.8918], [-0.9489, 7.1406, 0.2916], [-0.4360, 6.1611, 1.3349], [-0.2501, 4.8164, 0.7808], [-0.6004, 3.6450, 1.2903], [0.1067, 2.1975, 0.7750], [-1.5523, 3.5973, 2.2744], [-2.7010, 4.3907, 2.5186], [-3.1836, 4.3717, 3.6204], [-3.2986, 5.1101, 1.3653], [-3.2412, 4.5914, 0.0749], [-3.8703, 5.2624, -0.9621], [-4.5384, 6.4543, -0.7133], [-4.5986, 6.9687, 0.5760], [-3.9916, 6.2900, 1.6192], [-1.4909, 9.2313, 0.1418], [-0.1976, 8.9168, 1.2947], [-1.8651, 8.5064, 1.7023], [-0.2371, 7.1835, -0.5384], [-1.8930, 6.7727, -0.1161], [-1.1144, 6.1107, 2.1827], [0.5302, 6.4959, 1.7232], [0.4128, 4.7393, 0.0236], [-1.4923, 2.7888, 2.8746], [-2.7219, 3.6593, -0.1180], [-3.8414, 4.8579, -1.9652], [-5.0215, 6.9806, -1.5259], [-5.1278, 7.8923, 0.7675], [-4.0484, 6.6610, 2.6345]],
  "mulliken_charge": [-0.673, -1.279, -0.715, 0.409, -1.204, -0.666, -1.265, -0.028, 0.533, 1.238, -1.869, 0.885, -1.097, -0.837, -0.883, -0.612, 2.286, -1.569, 0.774, -1.035, -0.585, -0.939, -0.172, 1.415, 0.566, 0.497, 0.059, 0.600, 0.574, 0.501, 0.516, 0.337, 0.513, 0.505, 0.593, 0.495, 0.559, 0.166, 0.633, 0.625, 0.539, 0.455, 0.518, 0.302, -0.118, -0.274, -0.959, 0.698, -0.412, 0.464, 0.326, 0.253, 0.195, 0.545, 0.018, -0.104, -0.450, 0.054, -0.661, -0.435, -0.658, -0.092, -0.665, 0.195, 0.200, 0.466, 0.406, 0.417, 0.398, 0.457, -1.446, 0.286, -0.931, 0.131, -0.557, -0.197, 0.103, -0.131, -0.562, 0.597, 0.059, -0.786, -0.486, -0.565, -0.574, 0.375, 0.392, 0.325, 0.497, -0.166, 0.350, 0.565, 0.265, 0.249, 0.482, 0.442, 0.411, 0.448, 0.497],
  "s_squared": 0.7577,
  "e_tot_ev": -127793.5854,
  "multiplicity": 2,
  "e_above_lowest_kcal_mol": 0.0,
  "fmax_ev_per_a": 0.17,
  "total_charge": 2
}